# 1
19
Properties=species:S:1:pos:R:3:forces:R:3 method="wB97M-V/def2-TZVPD" total_charge=+1 energy_ev=-7325.22209
C 1.147186 0.112174 0.348664 0.7 -2.7 -0.6
N 1.639751 -0.503980 -0.818331 -2.3 -1.9 2.1
C -0.244076 -0.208098 0.819235 -0.8 1.0 0.0
N 1.001626 2.008159 -2.355917 0.2 -1.0 0.1
C -2.161718 -0.102171 2.385915 0.9 -1.3 -0.9
C -0.713456 0.162276 2.022165 -0.7 0.7 -0.1
H 1.823075 0.091057 1.204982 0.1 0.2 -0.2
H 1.157342 0.959902 -0.461284 0.0 1.9 0.2
H 2.186894 -1.312278 -0.440298 1.8 1.2 -0.6
H 0.192748 -2.763354 -2.651601 0.1 0.1 -0.1
H -0.906896 -0.819617 0.233391 0.1 0.2 -0.9
H 1.155600 1.003272 -2.327544 -0.4 -0.1 -0.2
H 1.632849 2.237872 -3.119147 0.0 0.7 0.2
H 0.050858 2.148252 -2.684685 0.1 0.1 0.0
H -2.600518 -0.713812 1.593745 0.0 -0.1 0.0
H -2.200554 -0.711483 3.287076 -0.3 0.5 0.3
H -2.787018 0.787015 2.370187 0.3 0.3 0.6
H -0.259558 -3.073669 -2.159013 -0.1 -0.1 0.1
H -0.114137 0.698481 2.752460 0.1 0.1 -0.2

# 2
19
Properties=species:S:1:pos:R:3:forces:R:3 method="wB97M-V/def2-TZVPD" total_charge=+1 smiles=C[NH+](C)CCN energy_ev=-7332.20823
C -0.027522 -1.073692 1.864945 0.3 0.3 -0.3
N -0.268507 -0.697023 0.434045 -1.0 -0.4 0.5
C -0.125829 -1.871197 -0.470294 1.3 -0.4 0.1
C 0.536252 0.491134 0.001629 0.4 -0.5 -0.7
C -0.345072 1.426075 -0.805678 -0.8 -0.1 -0.2
N 0.317870 2.563899 -1.325740 0.4 -0.5 -0.2
H -0.643504 -1.922189 2.122713 -0.2 -0.1 0.1
H -0.254969 -0.210231 2.484462 -0.1 -0.1 0.0
H 1.024554 -1.323860 1.962266 0.1 -0.1 0.1
H -1.262790 -0.455531 0.360969 0.1 0.3 0.2
H 0.936820 -2.123370 -0.528284 -0.1 0.2 0.0
H -0.468047 -1.643499 -1.470299 -0.3 0.1 0.0
H -0.600426 -2.743651 -0.036155 -0.5 0.1 -0.1
H 0.969173 0.976480 0.858410 0.1 0.1 0.4
H 1.333135 0.053756 -0.598640 0.2 0.4 0.0
H -0.752544 0.835073 -1.635175 0.1 0.2 -0.1
H -1.233479 1.671039 -0.198236 0.1 0.1 0.2
H 0.185134 2.769486 -2.296675 0.1 0.3 0.1
H 0.679754 3.277305 -0.724262 -0.2 0.1 0.0